Entry 1:
70
Properties=species:S:1:pos:R:3:mulliken_spin:R:1 method="wB97M-V/def2-TZVPD" lumo_ev="3.936 / 3.936" spin_multiplicity=3 e_tot_ha=-5075.03131 relative_energy_kcal_mol=0.00 gap_ev="5.5 / 5.5" total_charge=-2
Pr 0.13369 0.57082 -0.18607 2.028
O -0.62052 7.56558 2.30973 0.000
C -0.51879 6.42228 1.91165 0.000
S -1.47377 5.72937 0.60717 0.000
C -0.78274 4.09395 0.59693 -0.001
C 0.19107 3.87951 1.51586 0.000
S 1.05359 2.40737 1.84692 -0.005
S 0.61905 5.24835 2.55631 0.000
S -1.44351 3.01885 -0.57769 -0.007
C -3.16538 1.91155 3.48722 0.000
C -2.07055 1.63022 2.65982 0.001
N -2.16282 0.98021 1.51845 0.004
C -3.37480 0.52655 1.14878 0.000
C -4.53480 0.73719 1.92452 -0.001
C -4.40432 1.46660 3.11775 0.000
C -5.79343 0.21802 1.49714 0.000
C -5.90186 -0.47157 0.34180 0.000
C -4.76099 -0.67993 -0.48996 0.000
C -4.85673 -1.36277 -1.71241 0.001
C -3.73983 -1.49557 -2.49022 0.000
C -2.53414 -0.94532 -2.03851 0.000
N -2.40133 -0.32404 -0.88407 0.003
C -3.49478 -0.18422 -0.10462 -0.001
H -3.01493 2.47276 4.39947 0.000
H -1.07828 1.95722 2.94590 -0.002
H -5.28125 1.66517 3.72393 0.000
H -6.66190 0.38721 2.12415 0.000
H -6.85753 -0.86851 0.01811 0.000
H -5.81580 -1.75884 -2.02752 0.000
H -3.76966 -2.01099 -3.44073 0.000
H -1.64930 -0.99528 -2.65586 0.000
N 2.41655 -3.13497 1.02602 0.000
C 2.53132 -1.87146 1.78657 0.000
C 3.49141 -2.03258 2.96631 0.000
P 3.26265 -0.67667 0.57197 0.000
O 3.69716 0.58851 1.48979 0.000
O 4.48225 -1.31220 0.02292 0.000
O 2.18885 -0.19941 -0.39820 -0.013
P 0.82521 -1.55202 2.44646 -0.001
O 1.04658 -0.39312 3.56233 0.000
O 0.38639 -2.78677 3.13761 0.000
O -0.07882 -0.96993 1.36605 -0.007
H 3.33174 -3.37207 0.65224 0.000
H 1.13241 -2.87736 -0.37874 0.000
H 2.08566 -3.86460 1.65083 0.000
H 4.48972 -2.27486 2.59452 0.000
H 3.13127 -2.82971 3.62130 0.000
H 3.54832 -1.10984 3.54215 0.000
H 3.03263 1.30729 1.49670 -0.001
H 1.01211 0.50968 3.18979 -0.001
O 1.96261 0.98036 -3.45829 0.000
C 1.22047 0.05615 -3.09122 0.001
O 0.12404 0.20618 -2.46348 0.008
C 1.65600 -1.34857 -3.45989 0.002
C 2.49811 -1.48485 -4.56159 0.000
C 3.00371 -2.71550 -4.93636 0.000
C 2.69680 -3.83826 -4.17818 0.000
C 1.86739 -3.71803 -3.07799 0.000
C 1.32753 -2.48397 -2.71287 -0.002
S 0.21509 -2.45449 -1.31827 0.000
H 2.76261 -0.58515 -5.10141 0.000
H 3.64958 -2.79915 -5.80246 0.000
H 3.09895 -4.80796 -4.44885 0.000
H 1.62008 -4.58649 -2.48016 0.000
C 2.99713 2.91651 -0.93639 0.000
O 1.67833 2.53580 -1.28641 -0.002
H 3.41576 3.59509 -1.68872 0.000
H 3.65787 2.05092 -0.83951 0.000
H 2.95607 3.43711 0.01890 0.000
H 1.74478 2.10465 -2.16745 0.000

***

Entry 2:
20
Properties=species:S:1:pos:R:3:nbo_charge:R:1 method="wB97M-V/def2-TZVPD" lumo_ev=-3.512 e_tot_ha=-439.81978 relative_energy_kcal_mol=34.36 gap_ev=11.3 total_charge=+1
O -0.21192 0.73692 2.81875 -0.485
C -0.60317 0.87564 1.68695 0.407
C -0.08688 0.03010 0.57457 -0.163
C 1.07020 0.71018 -0.18239 0.088
C 0.53766 1.88052 -0.97204 -0.678
O 1.55540 -0.41865 -0.94038 -0.740
N 0.31866 -1.31212 1.17324 -0.682
H -1.42647 1.59324 1.50571 0.169
H -0.92761 -0.22419 -0.07485 0.257
H 1.88003 1.03850 0.48078 0.201
H 0.74269 1.83283 -2.05141 0.257
H -0.53879 2.05796 -1.04212 0.236
H 0.98984 2.75902 -0.50035 0.245
H 2.19040 -0.07678 -1.56521 0.498
H -0.27958 -2.04480 0.79142 0.461
H 0.29381 -1.23145 2.19055 0.461
H 1.24430 -1.54978 0.81735 0.462
H -2.80206 -1.67085 -1.53902 0.482
H -1.78139 -2.68510 -1.98279 0.485
O -2.16510 -2.30120 -1.18877 -0.962

***

Entry 3:
128
Properties=species:S:1:pos:R:3:mulliken_charge:R:1 method="wB97M-V/def2-TZVPD" lumo_ev=0.515 e_tot_ha=-1941.85455 smiles="CCN(CC)CC.CCN(CC)CC.CCN(CC)CC.CCN(CC)CC.CC(C)=O.CC(C)=O.CC(C)=O.CC(C)=O" relative_energy_kcal_mol=67.32 gap_ev=8.5
C 20.02640 5.83682 -12.48686 -0.805
C 20.24257 5.87887 -14.02116 -0.562
N 19.17162 5.16645 -14.75716 0.198
C 19.52715 4.81192 -16.12592 -0.832
C 19.51472 6.04237 -17.06194 -1.052
C 17.84393 5.75820 -14.50086 1.010
C 16.74003 4.88825 -15.00064 -1.389
H 19.36966 6.62699 -12.12295 0.173
H 21.01970 5.97195 -12.05884 0.667
H 19.78955 4.81950 -12.17532 -0.193
H 20.23141 6.89697 -14.41032 -0.013
H 21.17519 5.36566 -14.25552 0.584
H 20.48896 4.31032 -16.01899 0.517
H 18.91226 4.00620 -16.52695 0.400
H 18.65950 6.71037 -17.16420 0.241
H 20.39171 6.62811 -16.78644 0.287
H 19.70691 5.66482 -18.06625 0.441
H 17.65471 6.74334 -14.92721 -0.316
H 17.61294 5.89415 -13.44433 -0.290
H 16.80081 4.79022 -16.08452 0.383
H 15.76159 5.29740 -14.74895 0.278
H 16.89568 3.94115 -14.48404 0.081
C 26.17828 6.04059 -8.70193 -1.238
C 24.73262 6.60986 -8.56378 -0.365
N 23.79072 5.87130 -7.67969 0.081
C 23.80634 4.41024 -7.79962 -1.065
C 23.64952 3.72065 -9.17848 -0.655
C 22.44356 6.34678 -7.59359 -0.115
C 22.38528 7.69668 -6.94861 -1.422
H 26.80577 6.45333 -7.91200 0.307
H 26.55021 6.54723 -9.59249 0.372
H 26.21159 4.97641 -8.93538 0.337
H 24.78615 7.59308 -8.09632 0.345
H 24.24979 6.76723 -9.52825 0.307
H 24.83296 4.10210 -7.60161 0.451
H 23.17714 3.91692 -7.05878 0.459
H 22.64195 3.85493 -9.57199 0.012
H 24.28506 4.04210 -10.00362 0.269
H 23.71547 2.63779 -9.07288 0.421
H 21.78851 5.68729 -7.02430 0.373
H 22.01544 6.33260 -8.59590 0.021
H 22.63022 7.55486 -5.89600 0.310
H 21.33537 7.95259 -7.09105 0.396
H 23.02986 8.41119 -7.46056 0.398
C 13.58460 3.60928 -16.81804 -1.337
C 13.08252 4.19613 -15.50648 -0.552
N 13.37396 5.66253 -15.24227 0.476
C 13.02949 6.59416 -16.38261 -0.790
C 11.57267 6.42457 -16.74408 -1.076
C 12.81429 6.14997 -13.97997 -0.926
C 13.52143 5.63462 -12.70831 -0.874
H 14.62383 3.91849 -16.92979 0.214
H 13.16187 4.09346 -17.69836 0.302
H 13.47810 2.53666 -16.98002 0.416
H 12.02345 3.94835 -15.57766 0.522
H 13.40826 3.52550 -14.71133 0.366
H 13.31954 7.62731 -16.19141 0.470
H 13.70329 6.26077 -17.17188 0.379
H 10.87721 6.60549 -15.92450 0.263
H 11.31955 7.16072 -17.50704 0.453
H 11.37195 5.47611 -17.24233 0.246
H 11.75111 5.94557 -13.85357 0.268
H 12.77009 7.23449 -14.07971 0.556
H 14.55837 5.96745 -12.75427 -0.131
H 13.35746 4.55712 -12.69418 0.361
H 13.17947 6.05679 -11.76336 0.489
C 20.37382 9.84084 -14.66116 -1.080
C 19.40401 11.04870 -14.83088 -0.607
N 18.25743 10.95983 -13.89881 0.760
C 17.37499 9.80635 -14.20173 0.250
C 16.26440 9.60733 -13.19290 -0.986
C 17.42244 12.13910 -13.96774 -0.712
C 18.18914 13.49490 -13.67821 -1.356
H 20.18130 9.03743 -15.37220 0.107
H 20.28534 9.51867 -13.62363 0.220
H 21.41075 10.13733 -14.81925 0.494
H 20.00595 11.83658 -14.37810 0.457
H 19.13193 11.16309 -15.88016 0.393
H 18.06139 8.95998 -14.17706 -0.530
H 16.89290 9.69454 -15.17290 0.300
H 16.56559 9.52489 -12.14859 0.126
H 15.79822 8.67371 -13.50774 0.217
H 15.46766 10.34825 -13.25886 0.359
H 16.88808 12.04771 -14.91337 0.433
H 16.70712 12.08404 -13.14714 0.298
H 18.65715 13.83001 -14.60383 0.323
H 17.36387 14.18221 -13.49212 0.427
H 18.96227 13.34533 -12.92456 0.262
C 20.99779 1.40714 -11.06948 -0.904
C 19.65260 2.08071 -10.71478 0.695
O 19.55433 2.77139 -9.68319 -0.517
C 18.36409 1.87530 -11.61753 -0.615
H 21.79780 1.74373 -10.41010 0.095
H 21.31511 1.84737 -12.01479 0.305
H 21.00638 0.31728 -11.08435 0.402
H 17.51309 2.16607 -11.00160 0.277
H 18.20014 0.87744 -12.02433 0.404
H 18.39225 2.57375 -12.45387 -0.087
C 18.19136 11.50337 -9.70614 -0.580
C 19.46900 12.02115 -10.28838 0.675
O 19.79014 13.17313 -9.98581 -0.624
C 20.32600 11.06519 -11.04787 -0.635
H 17.26322 11.77211 -10.21057 0.226
H 18.26314 11.71293 -8.63889 0.350
H 18.22221 10.41926 -9.81497 -0.047
H 19.79872 10.59593 -11.87845 -0.192
H 20.63581 10.30295 -10.33294 0.460
H 21.21348 11.56592 -11.43486 0.293
C 16.63065 6.36850 -10.37666 -0.672
C 17.47357 6.83369 -9.27546 0.704
O 17.32979 7.92969 -8.76411 -0.663
C 18.64007 5.95800 -8.77977 -0.690
H 16.21042 7.23011 -10.89545 0.131
H 15.76388 5.76886 -10.09875 0.459
H 17.12001 5.77410 -11.14823 0.111
H 18.25409 4.98389 -8.47940 0.360
H 19.24939 6.36414 -7.97238 0.161
H 19.37339 5.76657 -9.56315 0.070
C 16.19927 5.78186 -6.00137 -0.624
C 14.82132 6.00423 -5.41483 0.672
O 13.84121 5.52590 -5.90247 -0.549
C 14.79658 6.56304 -4.01698 -1.144
H 16.87033 6.58018 -5.68440 0.351
H 15.99929 5.76592 -7.07275 -0.025
H 16.64877 4.83981 -5.68742 0.346
H 14.99693 7.62268 -4.17544 0.311
H 15.63722 6.22438 -3.41138 0.324
H 13.85183 6.38728 -3.50253 0.331

***

Entry 4:
24
Properties=species:S:1:pos:R:3:nbo_charge:R:1 method="wB97M-V/def2-TZVPD" lumo_ev=0.631 e_tot_ha=-989.99216 smiles="NS(=O)(=O)OCCc1ccccc1" relative_energy_kcal_mol=86.40 gap_ev=9.9
C 1.64753 1.71430 -0.00528 -0.081
C 0.21990 2.07151 -0.23593 -0.443
C -0.77290 0.84491 -0.08167 -0.021
C -1.21390 0.44906 1.10613 -0.226
C -2.19350 -0.47905 1.23807 -0.205
C -2.62443 -1.35547 0.25440 -0.235
C -2.20288 -1.05657 -1.07519 -0.235
C -1.23766 0.04357 -1.16056 -0.189
H 0.40238 -2.23058 -0.01137 0.433
H 1.81848 -2.86485 -0.89934 0.429
H 2.15800 2.48243 -0.45513 0.194
H 2.03714 1.52139 1.07608 0.236
H 0.17618 2.56616 -1.29262 0.224
H 0.01768 2.82509 0.48327 0.229
H -0.65419 0.97627 1.81466 0.214
H -2.57569 -0.62852 2.30312 0.209
H -3.28655 -2.05243 0.72499 0.230
H -2.67091 -1.41770 -1.96672 0.229
H -0.62772 0.33172 -2.19024 0.219
N 1.36086 -2.03486 -0.39849 -1.109
O 3.83655 -0.99181 -0.14264 -0.902
O 2.05805 -0.42170 1.51728 -0.932
O 1.94809 0.45312 -0.78671 -0.711
S 2.37952 -0.74599 0.18390 2.442

***

no.,strongest force on any atom (eV/Å)
1,2.518
2,1.976
3,2.962
4,5.400